Record 1
2 unconnected molecules or ions with the total composition C7H14N2O at a distorted geometry. Source: the OMol25 dataset; level of theory: ωB97M-V with the def2-TZVPD basis set.

Cartesian coordinates (Å):
1 H -0.37205 -1.55658 -2.40390
2 N 0.33772 -1.29568 -1.71963
3 C 0.46523 -0.03349 -1.58968
4 C -0.20934 0.99716 -2.46482
5 C 1.01279 0.56010 -0.29136
6 C 2.27175 0.05309 -0.38720
7 H 0.52095 1.71644 -2.83731
8 H -0.97045 1.54621 -1.91095
9 H -0.71283 0.52252 -3.30553
10 H 0.88835 1.63276 -0.22103
11 H 2.44582 -1.00784 -0.40922
12 H 3.13462 0.67335 -0.19240
13 H -0.16482 1.22278 2.48406
14 N 0.37300 0.36891 2.35765
15 C -0.09245 -0.42635 1.43875
16 C 0.37594 -1.85994 1.45652
17 O -1.41139 -0.42249 0.98668
18 C -2.17305 0.75291 1.14377
19 H 1.37175 -1.91430 1.88661
20 H -0.31712 -2.46716 2.03516
21 H 0.38799 -2.23341 0.43205
22 H -1.66772 1.63084 0.72255
23 H -3.09719 0.59021 0.59123
24 H -2.39751 0.94995 2.19801

Cartesian forces, eV/Å:
0.688 0.206 -0.542
-0.236 0.109 0.091
-3.205 -0.825 1.583
0.134 -0.079 -0.202
2.434 -0.316 -3.983
0.388 1.146 2.057
-0.040 0.060 -0.047
0.082 0.047 0.213
0.161 -0.062 -0.090
0.018 0.114 0.372
-0.120 -0.233 -1.024
0.254 -0.025 0.511
-0.162 -0.038 -0.096
-0.161 -0.321 -1.586
-1.864 -0.472 4.384
0.496 0.248 -1.190
1.043 0.260 -0.733
0.088 0.213 -0.001
-0.012 0.042 0.042
-0.077 0.203 0.091
0.060 -0.172 0.065
0.014 -0.073 0.044
0.014 0.009 0.103
0.001 -0.041 -0.063

## Properties
SMILES	[H]/N=C(\C)C=C.[H]/N=C(/C)OC
total charge	0

---

Record 2
2 unconnected molecules or ions with the total composition C7H14N2O2 at a distorted geometry. Source: the OMol25 dataset; level of theory: ωB97M-V with the def2-TZVPD basis set.

Cartesian coordinates (Å):
1 C -2.83742 -1.85825 -0.66749
2 N -2.84072 -0.55861 -0.01445
3 C -1.96682 -0.42103 1.13428
4 C -1.64588 0.23468 -0.15928
5 C -1.82627 1.71996 -0.35979
6 O -0.67928 2.46179 0.00351
7 H -1.83563 -2.34524 -0.66557
8 H -3.54676 -2.51909 -0.15681
9 H -3.16701 -1.73733 -1.71019
10 H -1.35852 -1.29359 1.42676
11 H -2.36336 0.16495 1.96391
12 H -0.85223 -0.22794 -0.72439
13 H -2.70360 2.04799 0.20365
14 H -2.00546 1.93831 -1.40663
15 H -0.48379 2.28922 0.92348
16 C 4.12020 -0.18843 -0.74005
17 O 3.29308 -0.95776 0.10726
18 C 2.47333 -0.17539 0.92272
19 C 1.46802 0.57370 0.16353
20 N 0.69789 1.16046 -0.46545
21 H 4.77216 0.48608 -0.16122
22 H 4.74290 -0.89607 -1.30274
23 H 3.52344 0.41187 -1.44737
24 H 3.06057 0.55000 1.51441
25 H 1.96118 -0.86028 1.61791

Cartesian forces, eV/Å:
0.144 -0.106 -0.154
-0.485 -0.088 0.066
0.306 -0.293 0.395
-0.261 -0.284 -0.202
-0.091 -0.056 0.219
-3.099 3.082 1.299
-0.376 0.221 0.002
0.134 0.101 -0.093
0.126 -0.056 0.310
-0.316 0.405 -0.150
0.060 -0.121 -0.143
-0.191 -0.121 -0.066
-0.097 -0.059 -0.002
0.003 0.020 -0.217
-0.140 0.080 0.360
0.241 0.090 -0.411
0.068 -0.122 0.020
-0.054 -0.066 0.716
-0.090 0.368 0.042
4.193 -2.987 -1.995
-0.142 -0.145 -0.074
-0.205 0.249 0.183
0.153 -0.159 0.191
-0.080 -0.219 -0.080
0.198 0.266 -0.214

## Properties
SMILES	CN1C[C@@H]1CO.COCC#N
total charge	0

---

Record 3
A single C7H14N2O2S molecule at a distorted geometry. Source: the OMol25 dataset; level of theory: ωB97M-V with the def2-TZVPD basis set.

Cartesian coordinates (Å):
1 C 1.45753 1.85517 2.29104
2 S 1.56384 0.31266 1.86412
3 O 0.86993 -0.55983 2.75570
4 O 2.70900 -0.18132 1.23345
5 N 0.32406 0.02126 0.25379
6 C 0.90163 0.44064 -0.95039
7 C -0.08045 0.08529 -2.13585
8 N -1.22577 -0.60614 -1.51135
9 C -0.78097 -1.83361 -0.87401
10 C 0.29784 -1.44460 0.22169
11 C -1.92930 0.28057 -0.65758
12 C -1.03297 0.49907 0.60622
13 H 0.63962 2.10728 2.86658
14 H 2.23242 2.54193 2.06113
15 H 1.94737 0.20855 -1.23386
16 H 0.87768 1.51298 -0.93006
17 H -0.50606 0.95879 -2.65310
18 H 0.25218 -0.58309 -2.99521
19 H -0.61597 -2.40037 -1.89968
20 H -1.61846 -2.40532 -0.55241
21 H 0.02452 -1.82843 1.22498
22 H 1.28427 -1.73780 0.08096
23 H -2.99445 -0.04205 -0.26874
24 H -2.17491 1.21151 -1.13215
25 H -0.99479 1.58990 0.82266
26 H -1.42778 -0.00306 1.51209

Cartesian forces, eV/Å:
1.314 -1.081 -1.234
-1.377 2.205 2.226
-0.961 -0.542 0.274
2.492 -0.497 -1.554
0.037 -2.400 2.970
-0.005 2.436 -3.802
-1.008 -1.185 -0.477
-1.050 0.116 -1.428
0.773 -0.177 -3.019
-2.626 -1.336 0.151
-1.785 -0.296 2.659
-0.605 1.746 -0.550
-1.403 0.408 1.168
0.370 0.322 -0.487
-0.597 -0.632 1.187
0.265 0.864 0.149
0.413 0.007 0.406
0.302 0.666 1.405
1.274 0.319 2.442
-0.745 -0.081 1.082
-0.101 0.298 -0.755
1.668 -0.847 -0.746
1.997 -0.172 -0.997
0.342 0.513 -0.517
0.289 -0.660 0.062
0.727 0.007 -0.615

## Properties
SMILES	C=[S@](=O)([O-])[N+]12CCN(CC1)CC2
total charge	0

---

Record 4
A single C7H14N2O4 molecule at a distorted geometry. Source: the OMol25 dataset; level of theory: ωB97M-V with the def2-TZVPD basis set.

Cartesian coordinates (Å):
1 C -2.96173 1.59981 0.54341
2 C -2.26565 0.28608 0.48839
3 N -1.07417 0.35677 -0.33086
4 C -0.16293 -0.59235 -0.17965
5 O -0.32997 -1.58519 0.54033
6 C 1.22832 -0.35401 -0.80132
7 N 1.19084 1.12533 -1.12850
8 C 2.29252 -0.71575 0.27451
9 C 3.70247 -0.64529 -0.33706
10 O 2.26461 0.38918 1.15681
11 C -3.26554 -0.68028 -0.14779
12 O -4.36349 -0.37453 -0.58583
13 O -2.87762 -1.94801 -0.17912
14 H -2.50944 2.41178 1.06633
15 H -3.86681 1.42350 1.22051
16 H -3.36349 1.88299 -0.46907
17 H -2.10783 -0.10350 1.47727
18 H -1.00460 1.07722 -1.15189
19 H 1.49861 -0.93476 -1.80273
20 H 1.22110 1.50614 -0.04215
21 H 2.26064 1.41737 -1.62609
22 H 2.07814 -1.65818 0.79394
23 H 4.45089 -0.46136 0.63031
24 H 3.95689 -1.55686 -0.80160
25 H 3.71572 0.19026 -1.16850
26 H 2.41295 0.02973 2.12682
27 H -2.12042 -2.08608 0.43355

Cartesian forces, eV/Å:
-2.903 0.282 0.535
-1.148 0.455 -1.244
-0.410 1.520 -1.481
1.508 -1.454 -0.116
-0.125 0.365 -0.020
0.167 0.290 -1.964
4.313 0.805 1.494
0.898 0.875 -1.131
0.743 1.785 1.502
-0.151 -0.876 4.435
-1.986 -0.320 -0.548
1.605 -0.079 0.376
0.060 -0.578 0.470
1.122 0.503 -0.072
0.819 0.206 -1.210
0.484 -0.084 1.107
0.851 -0.088 0.445
0.135 -1.839 2.414
-1.080 0.908 2.145
0.259 -0.508 -3.682
-4.092 -1.002 2.151
-0.053 0.231 -0.377
-1.671 -0.229 -2.992
0.504 -1.134 -0.611
0.445 -1.437 2.017
-0.506 1.227 -3.001
0.213 0.175 -0.640

## Properties
SMILES	C[C@H](NC(=O)[C@@H](N)[C@@H](C)O)C(=O)O
total charge	0

---

Record 5
A gas-phase ion, C7H14N3 (charge +1) at a distorted geometry. Source: the OMol25 dataset; level of theory: ωB97M-V with the def2-TZVPD basis set.

Cartesian coordinates (Å):
1 N 1.79959 -2.43971 -2.14128
2 N 1.60023 -1.21478 -1.53524
3 C 0.52867 -0.47231 -1.89181
4 N -0.24929 -0.88537 -2.88712
5 C 0.07726 0.73284 -0.97890
6 C -0.18881 0.84500 0.53748
7 C 0.16806 -0.10302 1.40314
8 C -0.35212 0.14903 2.80149
9 C -1.56243 1.10605 2.44856
10 C -1.16787 1.82749 1.13022
11 H 1.73075 -3.18580 -1.38595
12 H 2.78361 -2.69290 -2.45192
13 H 1.98702 -0.78007 -0.67130
14 H -0.94122 -0.26501 -3.24055
15 H -0.23563 -1.91818 -3.17085
16 H -0.81042 1.10888 -1.44581
17 H 0.73053 1.55248 -1.17134
18 H 0.76606 -0.83411 1.01764
19 H 0.43192 0.67658 3.27511
20 H -0.56644 -0.69688 3.27647
21 H -2.41684 0.54271 2.24206
22 H -1.56510 1.96657 3.14363
23 H -1.92035 2.14446 0.44654
24 H -0.62718 2.83607 1.24972

Cartesian forces, eV/Å:
1.615 -3.090 1.364
-1.322 2.997 0.670
-0.463 -1.146 1.568
0.860 -1.718 0.520
0.309 0.690 -0.995
-0.466 -2.472 -0.695
-1.283 2.320 -0.083
0.014 3.362 -3.962
2.883 2.122 0.325
2.430 1.067 -0.222
-0.604 1.117 -1.049
-1.221 1.654 0.112
0.588 -1.444 -0.759
-0.696 0.118 -0.101
0.373 2.307 0.195
-0.799 -0.076 -0.410
1.092 0.647 -0.516
1.603 -2.396 -0.097
0.666 0.612 1.110
-1.170 -3.317 2.219
-1.643 -0.588 0.375
-1.087 -1.068 0.355
-1.175 -0.363 -0.405
-0.503 -1.333 0.483

## Properties
SMILES	N/[NH+]=C(\N)CC1=CCCC1
total charge	+1

---

| no. | gap between HOMO and LUMO (Eh) | electronic energy (Eh) |
| --- | --- | --- |
| 1 | 0.315 | -459.7241 |
| 2 | 0.342 | -534.9478 |
| 3 | 0.330 | -933.1528 |
| 4 | 0.373 | -685.5535 |
| 5 | 0.334 | -439.0664 |